No. 1
The following is a DFT calculation (ωB97M-V/def2-TZVPD) of a cluster of 2 separate species, C16H30N2O3PS3 in total at a distorted geometry.

```
55
Properties=species:S:1:pos:R:3:forces:R:3
C -1.620832 5.926466 1.754138 0.25 0.18 -0.62
P -2.853811 5.234802 0.577602 -0.56 -1.29 1.50
C -4.107252 6.478851 0.118642 0.41 0.23 -0.39
S -1.908906 4.553000 -1.217101 -0.45 0.75 -0.27
C -0.446982 3.616356 -0.673618 0.16 0.33 -0.03
C -0.801687 2.629258 0.420258 -0.04 -0.65 -0.26
C 0.437049 1.869921 0.900816 -0.18 0.50 0.76
S -0.158915 0.610260 2.060164 -0.39 -0.55 -0.12
C 0.876866 -0.780497 1.724562 0.24 0.76 0.06
S 2.350161 -0.648349 1.086397 0.07 -0.30 -0.27
N 0.279594 -2.000537 2.062417 0.14 0.10 0.01
C -0.158283 -2.464399 3.290738 -0.42 -0.52 -0.43
C -0.636146 -3.717082 3.020745 0.11 0.23 0.53
N -0.505115 -4.038822 1.697307 0.07 0.46 -0.33
C 0.041788 -2.989322 1.143508 0.06 -0.53 0.32
C -1.291838 5.948447 -2.195800 0.73 -0.29 -1.07
C -1.697269 5.742337 -3.661305 -1.23 0.68 1.11
C -3.144089 5.569855 -3.922364 1.31 -2.11 -0.56
O -2.116191 4.486505 -4.026776 0.44 -0.16 -0.88
H -1.884055 6.933221 2.062094 0.01 0.11 0.03
H -1.621577 5.258079 2.608618 -0.14 0.01 0.17
H -0.603367 5.926537 1.369783 0.08 0.17 -0.13
H -5.046192 5.949281 0.008777 -0.10 -0.05 -0.24
H -4.228039 7.156970 0.960768 0.17 0.00 0.18
H -3.890534 7.085696 -0.756922 -0.05 0.05 -0.10
H 0.345664 4.316850 -0.418582 -0.05 0.12 0.21
H -0.138052 3.094066 -1.576701 0.00 -0.07 -0.11
H -1.505664 1.907214 0.007157 -0.16 -0.02 0.02
H -1.292160 3.083720 1.275521 -0.04 0.23 0.03
H 1.046922 2.549525 1.490769 0.40 0.06 -0.24
H 1.025109 1.425852 0.106295 0.03 -0.16 -0.05
H -0.090046 -1.916937 4.209004 0.09 0.22 0.03
H -1.045158 -4.402968 3.740096 -0.05 -0.13 0.00
H 0.327678 -2.864500 0.114848 -0.02 -0.02 -0.13
H -0.205210 5.990417 -2.157106 0.07 0.05 0.45
H -1.736021 6.875100 -1.852876 0.09 0.08 0.37
H -1.133860 6.306648 -4.393874 0.20 0.06 0.02
H -3.498649 5.828672 -4.905803 -0.46 0.19 0.09
H -3.766766 5.077723 -3.189609 -0.78 1.25 0.34
C 2.605595 -8.474597 -1.361262 -0.06 -0.02 -0.07
O 2.130659 -7.140733 -1.427871 0.13 0.00 0.12
C 1.488194 -6.707907 -0.238816 -0.05 0.12 -0.24
C 2.410695 -5.914706 0.662538 0.01 -0.08 0.26
O 3.499720 -6.686912 1.141474 -0.01 -0.04 -0.16
C 4.688570 -6.520144 0.390218 0.03 0.02 0.07
H 3.353512 -8.599100 -2.142962 -0.03 0.01 -0.03
H 3.064671 -8.698179 -0.396568 0.00 0.03 0.02
H 1.786794 -9.179380 -1.541280 0.02 -0.03 0.04
H 1.066117 -7.560682 0.301422 0.03 -0.01 0.04
H 0.660048 -6.059794 -0.539803 -0.04 -0.02 0.06
H 1.838688 -5.589524 1.535278 -0.02 0.03 -0.02
H 2.775388 -5.018664 0.146943 0.00 -0.02 -0.06
H 5.208536 -5.605456 0.696771 0.01 0.01 -0.05
H 4.492012 -6.478208 -0.682798 -0.03 0.00 0.00
H 5.332634 -7.374224 0.594127 0.00 0.01 0.05
```
Positions in Å, forces in eV/Å.

Calculated values
- Kohn-Sham gap (Ha) = 0.2627
- charge = +1
- spin multiplicity = 1


No. 2
The following is a DFT calculation (ωB97M-V/def2-TZVPD) of a structure of composition C16H30N2OOsP2 at a distorted geometry.

```
52
Properties=species:S:1:pos:R:3:forces:R:3
Os 0.660197 -0.960621 0.240650 0.10 4.69 0.80
P -0.841913 3.206948 -1.460490 0.68 0.03 1.07
P 1.015823 -2.164287 2.051679 -0.71 -1.14 0.08
N -0.273761 -1.789489 -0.961075 -1.66 -2.03 -1.19
H 0.016219 3.092753 -0.336454 -0.39 -0.94 -0.37
C 0.224185 3.993825 -2.674399 0.11 0.40 -0.28
H -0.272076 4.849690 -3.136871 -0.02 -0.13 -0.05
H 0.569023 3.309198 -3.455266 -0.14 -0.02 0.24
H 1.099119 4.365757 -2.131177 -0.12 -0.07 -0.13
C -1.971050 4.411535 -0.717863 -0.28 0.48 0.13
H -2.251836 5.213550 -1.413343 -0.11 -0.37 0.11
H -1.417236 4.873980 0.115173 -0.09 -0.14 -0.36
H -2.860988 3.956460 -0.258925 0.27 -0.01 -0.39
C -1.566034 1.671500 -2.040857 -0.43 -0.57 -0.30
H -2.399025 1.870908 -2.747368 0.44 0.12 0.39
H -1.977141 1.080127 -1.193457 0.47 0.33 -0.45
H -0.811282 1.068441 -2.597184 -0.34 0.36 0.65
C 2.773469 -2.696773 1.915578 -0.16 -0.52 1.05
H 2.987876 -3.394877 2.736147 0.28 -0.22 -0.31
H 3.432188 -1.823394 2.080035 -0.48 -0.27 -0.33
H 2.953833 -3.132695 0.911744 -0.16 0.30 0.73
C 0.731070 -1.462372 3.722182 0.39 -0.20 0.24
H 1.037938 -2.200455 4.477953 -0.03 0.26 -0.02
H -0.331936 -1.217837 3.889007 0.47 -0.10 -0.33
H 1.335127 -0.548658 3.829108 -0.23 -0.28 0.04
C -0.205736 -3.550295 1.960838 0.83 -0.55 0.51
H 0.089466 -4.350004 2.652369 -0.31 -0.17 -0.12
H -0.208112 -3.918555 0.922896 -0.06 0.12 0.45
H -1.210200 -3.175957 2.229300 0.59 -0.02 -0.16
C -1.038443 -2.363786 -1.864356 -0.51 -1.01 -1.37
C -1.327266 -3.449792 -4.023690 -0.29 -0.05 -0.23
C -0.521153 -2.744217 -3.157179 -0.03 0.20 0.99
C -2.400749 -2.675195 -1.545062 0.80 0.38 -0.15
C -3.168081 -3.381795 -2.447645 -0.07 0.08 -0.26
C -2.651055 -3.770081 -3.689759 -0.14 -0.09 -0.03
H -0.934881 -3.755742 -4.992526 -0.06 0.05 0.15
H 0.523899 -2.482138 -3.376148 -0.54 -0.21 0.04
H -2.748367 -2.348289 -0.558788 -0.05 -0.25 -0.40
H -4.193195 -3.622724 -2.187738 0.01 -0.06 -0.06
H -3.287797 -4.313601 -4.395239 0.31 0.18 0.27
C 0.942365 1.791129 1.658343 0.83 2.33 0.51
O 0.369835 0.714044 1.290286 -1.16 -1.44 -0.26
C 2.094975 2.365131 0.907712 0.63 0.09 -0.07
H 2.677911 2.999539 1.596655 -0.07 -0.12 -0.33
H 1.798785 3.019327 0.056665 0.38 -0.24 0.12
H 2.774350 1.587249 0.500850 -0.38 0.30 0.07
C 0.704000 2.362426 3.020568 0.43 0.00 -0.03
H 1.592212 2.177110 3.659682 -0.24 0.17 0.07
H -0.164863 1.935484 3.529592 0.00 0.19 -0.22
H 0.620574 3.451607 2.881557 -0.14 -0.19 0.57
N 3.087876 -0.638823 -1.700386 -1.08 0.07 1.26
C 2.223970 -0.697029 -0.897684 2.49 0.29 -2.35
```
Positions in Å, forces in eV/Å.

Calculated values
- Kohn-Sham gap (spin up / spin down) (Ha) = 0.1467 / 0.2229
- charge = 0
- spin multiplicity = 5


no.,E_tot (a.u.)
1,-2498.39968
2,-1585.53823